<A>
The following is a DFT calculation (ωB97M-V/def2-TZVPD) of C5H10 as an isolated structure.

Last column: Mulliken charge in e.
Positions of all 15 atoms, in Å:
C1 1.761 -0.578 0.628  -1.183
C2 0.284 -0.424 0.541  0.362
C3 -0.672 -0.653 1.416  -0.742
H1 0.060 -0.536 -0.922  0.013
H2 2.191 -0.798 -0.359  0.310
H3 2.053 -1.383 1.306  0.386
H4 2.224 0.350 0.976  0.263
H5 -1.700 -0.413 1.140  0.279
H6 -0.478 -1.025 2.417  0.305
C4 -0.337 0.687 -0.972  0.024
C5 -1.658 1.047 -1.059  -1.093
H7 -1.901 2.098 -1.092  0.213
H8 0.471 1.409 -0.941  0.390
H9 0.151 -0.102 -1.891  0.136
H10 -2.448 0.322 -1.188  0.336

Results
- HOMO-LUMO gap: 0.263 Eh
- E_LUMO: 0.0255 Eh
- E_HOMO: -6.456 eV

***

<B>
The following is a DFT calculation (ωB97M-V/def2-TZVPD) of one molecule with the formula C5H10.

Last column: Mulliken charge in e.
Positions of all 15 atoms, in Å:
C1 2.095 -0.570 0.104  -0.745
C2 1.320 0.420 -0.367  -0.124
C3 0.172 1.063 0.420  -0.515
C4 -1.155 0.515 -0.253  -0.360
C5 -1.367 -0.934 0.047  -1.264
H1 2.798 -1.145 -0.524  0.246
H2 1.950 -0.863 1.097  0.278
H3 1.353 0.634 -1.437  0.284
H4 0.042 2.215 0.320  0.231
H5 0.294 0.797 1.460  0.326
H6 -1.069 0.737 -1.344  0.269
H7 -1.977 1.109 0.184  0.308
H8 -2.381 -1.222 -0.258  0.344
H9 -0.710 -1.534 -0.513  0.382
H10 -1.363 -1.222 1.065  0.340

Results
- Structure (SMILES): C=CCCC
- HOMO-LUMO gap: 0.395 Eh
- E_LUMO: 0.0466 Eh
- E_HOMO: -9.471 eV

***

<C>
The following is a DFT calculation (ωB97M-V/def2-TZVPD) of a 2-piece molecular cluster, C5H10 overall.

Last column: Mulliken charge in e.
Positions of all 15 atoms, in Å:
C1 0.113 0.948 -0.561  -0.948
C2 0.181 -0.067 0.589  -0.170
C3 1.316 -0.917 0.864  0.287
C4 1.447 -1.618 -0.348  -0.809
C5 1.818 -0.808 2.126  -0.695
H1 -0.429 0.351 -1.293  0.304
H2 -0.440 1.811 -0.200  0.353
H3 1.129 0.998 -0.950  0.277
H4 -0.768 -0.543 0.881  0.303
H5 -6.000 2.661 -2.475  0.010
H6 0.863 -2.530 -0.337  0.221
H7 2.235 -1.499 -1.073  0.310
H8 -5.371 3.051 -2.477  -0.010
H9 2.868 -0.822 2.399  0.297
H10 1.037 -1.016 2.855  0.269

Results
- HOMO-LUMO gap: 0.281 Eh
- E_LUMO: 0.0079 Eh
- E_HOMO: -7.441 eV

***

Q: Which of them is the most stable? A: <B>.

***

<A>
The following is a DFT calculation (ωB97M-V/def2-TZVPD) of a 2-piece molecular cluster, C5H10 overall.

Last column: Mulliken charge in e.
Positions of all 15 atoms, in Å:
C1 0.905 0.650 1.536  -0.649
C2 -0.415 0.507 1.610  0.007
C3 -1.388 0.965 0.564  -0.953
H1 1.376 1.131 0.680  0.207
H2 1.565 0.301 2.326  0.249
H3 -0.845 0.025 2.490  0.283
H4 -2.057 1.737 0.964  0.332
H5 -2.020 0.136 0.223  0.256
H6 -0.871 1.372 -0.311  0.258
C4 1.004 -0.706 -2.004  -0.428
C5 0.243 -1.572 -1.359  -0.424
H7 1.098 -0.711 -3.090  0.230
H8 1.577 0.055 -1.474  0.165
H9 0.160 -1.553 -0.272  0.245
H10 -0.330 -2.337 -1.883  0.221

Results
- Structure (SMILES): C=CC.C=C
- HOMO-LUMO gap: 0.403 Eh
- E_LUMO: 0.0470 Eh
- E_HOMO: -9.691 eV

***

<B>
The following is a DFT calculation (ωB97M-V/def2-TZVPD) of a 2-piece molecular cluster, C5H10 overall.

Last column: Mulliken charge in e.
Positions of all 15 atoms, in Å:
C1 0.526 1.166 -1.037  -0.438
C2 1.207 -0.028 -0.425  -0.299
C3 -0.301 0.391 0.050  0.196
C4 -0.524 -0.295 1.334  -0.415
C5 -1.998 -0.825 1.478  -1.001
H1 3.533 1.057 -2.979  0.208
H2 2.999 0.662 -2.650  -0.208
H3 -0.193 1.223 -1.872  0.160
H4 1.923 0.210 0.325  0.214
H5 1.280 -1.085 -0.702  0.307
H6 -1.192 -0.045 -0.434  0.126
H7 -0.340 0.396 2.149  0.214
H8 -1.716 -0.750 2.551  0.314
H9 -2.833 -0.267 1.048  0.316
H10 -2.370 -1.810 1.166  0.304

Results
- HOMO-LUMO gap: 0.245 Eh
- E_LUMO: -0.0283 Eh
- E_HOMO: -7.443 eV

***

<C>
The following is a DFT calculation (ωB97M-V/def2-TZVPD) of one molecule with the formula C5H10.

Last column: Mulliken charge in e.
Positions of all 15 atoms, in Å:
C1 -0.584 -1.997 0.075  -0.803
C2 0.036 -1.135 0.943  -0.038
C3 -0.367 0.313 1.083  -0.634
C4 0.521 1.182 0.146  -0.314
C5 0.277 0.872 -1.386  -1.044
H1 -0.148 -2.982 0.003  0.244
H2 -1.504 -1.805 -0.394  0.313
H3 1.030 -1.307 1.450  0.264
H4 -0.448 0.666 2.115  0.334
H5 -1.394 0.506 0.668  0.266
H6 1.652 0.957 0.333  0.245
H7 0.303 2.316 0.376  0.276
H8 0.617 1.777 -2.047  0.283
H9 0.768 -0.084 -1.720  0.299
H10 -0.759 0.721 -1.644  0.309

Results
- Structure (SMILES): C=CCCC
- HOMO-LUMO gap: 0.396 Eh
- E_LUMO: 0.0463 Eh
- E_HOMO: -9.521 eV

***

<D>
The following is a DFT calculation (ωB97M-V/def2-TZVPD) of a 2-piece molecular cluster, C5H10 overall.

Last column: Mulliken charge in e.
Positions of all 15 atoms, in Å:
C1 0.998 -0.640 -1.825  -0.813
C2 0.949 0.295 -0.885  0.351
C3 2.083 1.222 -0.578  -0.972
H1 0.357 -1.493 -1.939  0.283
H2 1.875 -0.593 -2.474  0.214
H3 0.077 0.252 -0.235  0.152
H4 2.780 1.142 -1.423  0.280
H5 2.685 0.937 0.284  0.244
H6 1.816 2.274 -0.485  0.276
C4 -2.164 -0.884 2.154  -0.423
C5 -2.343 -0.264 0.986  -0.632
H7 -2.378 -1.922 2.319  0.253
H8 -1.645 -0.332 2.929  0.221
H9 -2.985 -0.774 0.280  0.236
H10 -2.105 0.781 0.891  0.331

Results
- Structure (SMILES): C=CC.C=C
- HOMO-LUMO gap: 0.395 Eh
- E_LUMO: 0.0435 Eh
- E_HOMO: -9.578 eV

***

Q: Which of them is the most stable? A: <C>.

***

<A>
The following is a DFT calculation (ωB97M-V/def2-TZVPD) of one molecule with the formula C5H12NO.

Last column: Mulliken charge in e.
Positions of all 19 atoms, in Å:
C1 0.361 1.930 -0.779  -0.654
O1 1.375 0.747 -0.726  -0.693
C2 -0.754 1.596 0.159  -0.324
C3 -1.458 0.185 -0.070  -0.344
C4 -0.946 -0.920 0.856  -0.655
C5 -0.273 -2.101 0.590  -0.728
N1 1.031 -1.756 0.020  -0.140
H1 -0.001 2.087 -1.932  0.209
H2 0.994 2.782 -0.558  0.430
H3 2.017 1.059 -0.027  0.363
H4 -1.563 2.360 0.198  0.309
H5 -0.358 1.798 1.187  0.312
H6 -1.547 -0.057 -1.195  0.214
H7 -2.471 0.176 0.389  0.320
H8 -0.691 -0.625 1.912  0.267
H9 -0.342 -2.865 1.323  0.198
H10 0.994 -0.831 -0.463  0.327
H11 1.652 -1.078 0.510  0.274
H12 1.513 -2.629 -0.212  0.314

Results
- Expectation value of S²: 0.758
- HOMO-LUMO gap (spin up / spin down): 0.207 / 0.233 Eh
- Multiplicity: 2
- E_LUMO (spin up / spin down): 0.0198 / 0.0091 Eh
- E_HOMO (spin up / spin down): -5.092 / -6.098 eV

***

<B>
The following is a DFT calculation (ωB97M-V/def2-TZVPD) of a 2-piece molecular cluster, C5H12NO overall.

Last column: Mulliken charge in e.
Positions of all 19 atoms, in Å:
C1 2.327 0.250 0.167  -0.334
O1 3.206 -0.006 1.113  -0.611
C2 0.934 -0.416 0.422  -0.614
C3 -0.036 -0.431 -0.694  0.549
C4 -0.924 0.849 -0.595  -0.601
C5 -2.224 0.511 0.129  -0.440
N1 -3.165 -0.405 -0.499  -0.489
H1 2.044 1.321 -0.042  0.189
H2 2.540 -0.001 -0.907  0.237
H3 0.998 -1.512 0.666  0.369
H4 0.385 -0.032 1.325  0.218
H5 0.510 -0.575 -1.639  0.465
H6 -0.782 -1.324 -0.380  -0.931
H7 -1.167 1.065 -1.711  0.276
H8 -0.319 1.674 -0.293  0.402
H9 -1.914 0.185 1.279  0.240
H10 -2.818 1.435 0.262  0.399
H11 -1.024 -2.172 -0.215  0.365
H12 -2.583 -1.246 -0.557  0.313

Results
- Expectation value of S²: 0.754
- HOMO-LUMO gap (spin up / spin down): 0.168 / 0.168 Eh
- Multiplicity: 2
- E_LUMO (spin up / spin down): -0.1230 / -0.1230 Eh
- E_HOMO (spin up / spin down): -7.917 / -7.905 eV

***

Q: Which of them is the most stable? A: <A>.

***

<A>
The following is a DFT calculation (ωB97M-V/def2-TZVPD) of a 2-piece molecular cluster, C5H10N2O2 overall.

Last column: Mulliken charge in e.
Positions of all 19 atoms, in Å:
C1 -1.085 -0.983 -0.644  -0.773
C2 -0.591 0.427 1.908  -1.260
C3 1.149 0.232 0.039  -0.295
C4 0.964 -0.981 -0.523  0.626
C5 -0.049 0.813 0.561  0.676
N1 -0.484 1.988 0.060  -0.318
O1 2.352 0.910 0.182  -0.555
O2 -1.173 -0.681 -1.999  -0.514
N2 1.464 -1.749 -1.402  -0.849
H1 2.967 0.560 -0.475  0.335
H2 -0.400 -1.082 -2.430  0.381
H3 -1.238 2.492 0.497  0.216
H4 -0.168 2.276 -0.852  0.248
H5 1.494 -2.728 -1.111  0.233
H6 -1.151 -2.051 -0.414  0.314
H7 -1.906 -0.469 -0.151  0.391
H8 -0.349 -0.609 2.123  0.346
H9 -0.125 1.068 2.664  0.389
H10 -1.673 0.568 1.967  0.408

Results
- HOMO-LUMO gap (spin up / spin down): 0.282 / 0.282 Eh
- E_LUMO (spin up / spin down): 0.0155 / 0.0156 Eh
- E_HOMO (spin up / spin down): -7.258 / -7.259 eV

***

<B>
The following is a DFT calculation (ωB97M-V/def2-TZVPD) of a 2-piece molecular cluster, C5H10N2O2 overall.

Last column: Mulliken charge in e.
Positions of all 19 atoms, in Å:
H1 2.280 -1.235 -0.064  0.260
N1 2.056 -0.370 -0.550  -0.682
C1 1.219 0.350 0.049  0.284
O1 0.632 -0.014 1.222  -0.515
C2 0.818 1.661 -0.508  0.823
C3 1.732 2.465 -1.055  -1.095
N2 -0.502 2.020 -0.277  -0.482
H2 0.015 0.674 1.513  0.388
H3 2.757 2.151 -1.139  0.309
H4 1.471 3.433 -1.447  0.273
H5 -0.814 2.822 -0.803  0.241
H6 -1.183 1.270 -0.260  0.212
C4 -1.485 -2.721 0.816  -1.101
C5 -1.532 -1.447 0.052  0.370
O2 -2.112 -0.447 0.385  -0.569
H7 -1.876 -3.524 0.192  0.345
H8 -2.057 -2.649 1.735  0.309
H9 -0.447 -2.955 1.044  0.287
H10 -0.973 -1.482 -0.905  0.345

Results
- Structure (SMILES): [H]/N=C(\O)C(=C)N.CC=O
- HOMO-LUMO gap: 0.342 Eh
- E_LUMO: 0.0320 Eh
- E_HOMO: -8.443 eV

***

<C>
The following is a DFT calculation (ωB97M-V/def2-TZVPD) of a 2-piece molecular cluster, C5H10N2O2 overall.

Last column: Mulliken charge in e.
Positions of all 19 atoms, in Å:
H1 2.021 -1.823 0.114  0.203
N1 1.636 -1.060 -0.429  -0.730
C1 1.268 -0.070 0.264  0.733
N2 1.514 0.163 1.607  -0.458
O1 0.876 1.134 -0.410  -0.419
C2 1.196 1.221 -1.794  -0.736
H2 2.343 -0.270 1.986  0.216
H3 1.297 1.090 1.940  0.234
H4 0.876 0.308 -2.299  0.335
H5 2.270 1.353 -1.933  0.330
H6 0.636 2.066 -2.189  0.251
C3 -2.352 -1.346 0.640  -1.065
C4 -1.479 -0.121 0.621  -0.629
C5 -1.499 0.761 -0.366  0.869
O2 -1.911 1.422 -1.238  -0.436
H7 -2.602 -1.611 1.668  0.302
H8 -1.824 -2.187 0.189  0.242
H9 -3.282 -1.197 0.094  0.350
H10 -0.984 0.168 1.535  0.410

Results
- Structure (SMILES): [H]/N=C(\N)OC.CC=C=O
- HOMO-LUMO gap: 0.329 Eh
- E_LUMO: 0.0290 Eh
- E_HOMO: -8.175 eV

***

<D>
The following is a DFT calculation (ωB97M-V/def2-TZVPD) of C5H10N2O2 as an isolated structure.

Last column: Mulliken charge in e.
Positions of all 19 atoms, in Å:
C1 0.905 -0.911 -0.374  -0.600
C2 -1.630 -0.394 -0.127  -0.581
C3 1.712 2.479 0.332  -0.709
C4 1.086 0.391 -1.005  0.403
C5 -0.472 -1.374 0.017  0.589
N1 -2.925 -0.869 0.316  -0.651
O1 1.037 1.221 0.325  -0.350
N2 -0.696 -2.478 0.599  -0.675
O2 1.609 0.827 -1.968  -0.467
H1 0.143 -3.035 0.754  0.245
H2 -2.882 -1.082 1.307  0.273
H3 -3.133 -1.751 -0.140  0.293
H4 1.440 -1.673 -0.938  0.418
H5 1.260 -0.167 0.684  0.360
H6 -1.379 0.522 0.414  0.274
H7 -1.695 -0.117 -1.185  0.347
H8 1.157 3.158 0.978  0.244
H9 1.724 2.898 -0.675  0.339
H10 2.738 2.353 0.687  0.251

Results
- HOMO-LUMO gap: 0.362 Eh
- E_LUMO: 0.0184 Eh
- E_HOMO: -9.361 eV

***

Q: Which of them is the most stable? A: <B>.

***

<A>
The following is a DFT calculation (ωB97M-V/def2-TZVPD) of a 2-piece molecular cluster, C7H14N2 overall.

Last column: Mulliken charge in e.
Positions of all 23 atoms, in Å:
C1 0.820 0.968 0.831  -0.166
C2 0.417 -0.368 1.451  -0.995
C3 -0.481 1.147 -0.893  -0.670
C4 -1.872 1.295 -0.339  -0.844
C5 -0.090 -1.314 0.398  0.989
N1 2.106 1.059 0.487  -0.795
C6 0.648 -1.369 -0.842  -0.671
C7 -1.223 -2.027 0.532  -1.056
N2 1.913 -1.037 -0.970  -0.328
H1 0.298 1.842 1.218  0.533
H2 2.345 1.990 0.154  0.220
H3 2.284 -0.142 -0.325  0.395
H4 2.295 -1.120 -1.904  0.254
H5 -0.353 -0.223 2.209  0.316
H6 1.298 -0.789 1.947  0.377
H7 0.162 -1.869 -1.676  0.383
H8 -0.455 0.551 -1.802  0.288
H9 0.025 2.088 -1.101  0.380
H10 -1.586 -2.674 -0.257  0.261
H11 -1.808 -1.986 1.440  0.319
H12 -1.900 1.997 0.500  0.284
H13 -2.252 0.332 0.026  0.183
H14 -2.592 1.650 -1.086  0.342

Results
- HOMO-LUMO gap (spin up / spin down): 0.243 / 0.243 Eh
- E_LUMO (spin up / spin down): 0.0008 / 0.0008 Eh
- E_HOMO (spin up / spin down): -6.598 / -6.596 eV

***

<B>
The following is a DFT calculation (ωB97M-V/def2-TZVPD) of a 2-piece molecular cluster, C7H14N2 overall.

Last column: Mulliken charge in e.
Positions of all 23 atoms, in Å:
H1 -1.531 1.095 -2.677  0.253
N1 -1.604 0.187 -2.219  -0.688
C1 -1.967 0.224 -1.008  0.749
C2 -2.295 1.468 -0.229  -1.407
C3 -2.075 -1.071 -0.331  -0.177
C4 -2.402 -1.257 0.941  -0.757
H2 -2.138 2.355 -0.838  0.398
H3 -1.669 1.535 0.659  0.330
H4 -3.337 1.438 0.087  0.399
H5 -1.861 -1.913 -0.976  0.390
H6 -2.619 -0.444 1.613  0.247
H7 -2.460 -2.247 1.365  0.258
C5 3.145 -1.076 0.590  -1.193
C6 2.464 0.263 0.484  0.699
C7 1.207 0.278 -0.321  -0.754
N2 2.841 1.334 1.027  -0.690
H8 3.214 -1.543 -0.391  0.295
H9 2.554 -1.728 1.231  0.281
H10 4.143 -0.982 1.014  0.383
H11 0.496 -0.453 0.076  0.086
H12 1.417 -0.001 -1.353  0.344
H13 0.774 1.266 -0.311  0.306
H14 3.701 1.271 1.569  0.247

Results
- Structure (SMILES): [H]/N=C(\C)C=C.CC(C)=N
- HOMO-LUMO gap: 0.379 Eh
- E_LUMO: 0.0269 Eh
- E_HOMO: -9.572 eV

***

Q: Which of them is the most stable? A: <B>.